1.
Computed, not measured: a molecular structure, C5H8O, with wB97M-V/def2-TZVPD.

LUMO energy   1.02 eV
Energy   -7359.3593 eV
HOMO   -8.59 eV

Cartesian coordinates (Å):
1 C -0.87608 0.60621 -1.07090
2 C -1.11834 1.55406 -0.09621
3 C 0.04739 -0.03181 0.04380
4 C 1.51178 0.10359 -0.24547
5 C -0.51297 -1.37911 0.64332
6 O -0.45489 1.06302 0.94189
7 H -0.64183 0.54489 -2.04309
8 H -1.88569 2.35510 0.18021
9 H 1.97085 -0.65291 -0.96647
10 H 2.03533 -0.09534 0.73545
11 H 1.69210 1.09980 -0.54352
12 H -0.46669 -2.09667 -0.19680
13 H -1.47148 -1.24287 1.09934
14 H 0.17053 -1.82797 1.51845

=====

2.
Computed, not measured: a single C5H8O molecule, with wB97M-V/def2-TZVPD.

LUMO energy   1.13 eV
Energy   -7361.4162 eV
HOMO   -8.40 eV

Cartesian coordinates (Å):
1 C -1.52900 -1.04026 -0.27791
2 C -0.30882 -0.19114 -0.56359
3 C -0.10811 1.03850 0.34507
4 C 1.38596 0.99445 0.56440
5 C 1.82422 -0.19284 0.15611
6 O 0.87687 -1.00347 -0.39292
7 H -1.53572 -1.35991 0.76942
8 H -2.44423 -0.47192 -0.47628
9 H -1.53079 -1.93192 -0.91226
10 H -0.30929 0.13154 -1.61458
11 H -0.65377 0.93548 1.29528
12 H -0.46271 1.95549 -0.13686
13 H 1.97921 1.76352 1.03990
14 H 2.81617 -0.62750 0.20424

=====

3.
Computed, not measured: 2 unconnected molecules or ions with the total composition C5H8O, with wB97M-V/def2-TZVPD.

LUMO energy   0.92 eV
Energy   -7359.5468 eV
HOMO   -9.68 eV

Cartesian coordinates (Å):
1 C -0.18379 0.54215 -0.81117
2 C 0.90125 -0.22232 -0.65786
3 C 0.17806 -1.50875 -0.99156
4 C -1.09414 -0.61814 -1.15089
5 H -0.36238 1.61198 -0.74243
6 H 1.93808 -0.01806 -0.40429
7 H 0.13028 -2.25545 -0.19211
8 H 0.50587 -1.99888 -1.91439
9 H -1.88839 -0.82963 -0.42763
10 H -1.52887 -0.60390 -2.15569
11 C 0.35007 1.47661 2.35730
12 O 0.58406 0.83531 3.34865
13 H 1.15359 1.87918 1.70943
14 H -0.68368 1.70990 2.03263

=====

4.
Computed, not measured: 2 unconnected molecules or ions with the total composition C5H8O, with wB97M-V/def2-TZVPD.

LUMO energy   1.17 eV
Energy   -7358.5970 eV
HOMO   -9.02 eV

Cartesian coordinates (Å):
1 C -0.14696 0.56247 -1.13704
2 C -1.06122 -0.29515 -0.67868
3 C -0.74820 -0.69656 0.71750
4 O -1.16347 0.50428 1.41118
5 C 0.22253 0.28779 1.17778
6 C 0.83539 0.95622 -0.04237
7 H -0.19216 1.06839 -2.09268
8 H -2.02625 -0.54889 -1.09252
9 H -0.93139 -1.66587 1.18872
10 H 0.75513 0.20403 2.11742
11 H 0.86050 2.04573 0.05189
12 H 1.87317 0.60630 -0.16959
13 H 0.88993 -1.77790 -0.47143
14 H 0.80983 -1.30559 -1.04711

=====

5.
Computed, not measured: a molecular structure, C5H8O, with wB97M-V/def2-TZVPD.

LUMO energy   1.04 eV
Energy   -7359.6651 eV
HOMO   -8.72 eV

Cartesian coordinates (Å):
1 C -0.91641 0.98400 0.48050
2 C -1.17897 1.37263 -0.74416
3 C 0.01902 -0.09543 -0.07989
4 C -0.36707 -1.50127 0.06668
5 C 1.49464 0.14099 0.16447
6 O -0.28852 0.55021 -1.41501
7 H -1.23097 1.48447 1.47362
8 H -1.74348 2.04165 -1.33808
9 H 0.35908 -2.06319 -0.36605
10 H -1.41925 -1.82322 -0.06448
11 H -0.24788 -1.83865 1.17131
12 H 2.01786 -0.23219 -0.69464
13 H 1.90671 -0.29196 1.09303
14 H 1.59526 1.27195 0.25269

=====

6.
Computed, not measured: 2 unconnected molecules or ions with the total composition C5H8O, with wB97M-V/def2-TZVPD.

LUMO energy   0.93 eV
Energy   -7359.8957 eV
HOMO   -9.24 eV

Cartesian coordinates (Å):
1 C 1.32774 0.69485 -0.77775
2 C 1.24676 -0.23559 0.17684
3 C 0.46490 -1.48310 0.08557
4 C -0.68715 -1.61683 -0.57358
5 H 0.83203 0.57012 -1.73788
6 H 1.91709 1.59800 -0.64246
7 H 1.81025 -0.08899 1.09922
8 H 0.87266 -2.34050 0.62068
9 H -1.16827 -0.77907 -1.07121
10 H -1.20813 -2.56961 -0.61093
11 C -1.32160 1.51167 0.80690
12 O -2.30365 1.09679 0.24584
13 H -0.77124 2.41101 0.46153
14 H -0.90921 1.01788 1.70841

=====

7.
Computed, not measured: a single C5H8O molecule, with wB97M-V/def2-TZVPD.

LUMO energy   1.07 eV
Energy   -7358.9567 eV
HOMO   -9.54 eV

Cartesian coordinates (Å):
1 C 0.67126 -1.52984 -1.39743
2 C 0.44848 -0.44707 -0.92495
3 C 0.32277 0.71585 -0.06836
4 C 1.46258 0.34869 0.94746
5 O -0.98954 0.97439 0.45584
6 C -2.07384 0.21120 -0.06701
7 H 1.07471 -2.50828 -1.45232
8 H 0.60406 1.68017 -0.51359
9 H 2.44483 0.58510 0.49807
10 H 1.27257 0.96790 1.80780
11 H 1.55320 -0.70972 1.26061
12 H -2.19500 0.34249 -1.15014
13 H -3.00116 0.54162 0.42549
14 H -1.92771 -0.84992 0.13868

=====

8.
Computed, not measured: 2 unconnected molecules or ions with the total composition C5H8O, with wB97M-V/def2-TZVPD.

LUMO energy (alpha / beta)   0.60 / 0.60 eV
Energy   -7355.6036 eV
HOMO (alpha / beta)   -7.47 / -7.47 eV

Cartesian coordinates (Å):
1 C -1.35040 0.32278 -0.77997
2 C -1.06396 1.59101 -0.16786
3 C -0.75989 0.31101 0.70082
4 C 0.54300 -0.07767 0.68057
5 C 1.84185 -0.23580 0.09487
6 O 1.35066 -0.92888 1.30142
7 H -0.60357 0.02276 -1.52678
8 H -0.81864 -2.26316 -0.70972
9 H -1.87251 2.11728 0.34269
10 H -0.21700 2.24444 -0.41138
11 H -1.38129 0.05063 1.55213
12 H -0.27044 -2.75757 -0.60038
13 H 1.97826 -0.89174 -0.76193
14 H 2.62391 0.49493 0.28551

=====

> Among the records above, which one has the highest energy?

number 8